[1]
The following is a DFT calculation (wB97M-V/def2-TZVPD) of a molecular structure, C42H48CoN4O2S4Sb.

XYZ file:
```
102
Properties=species:S:1:pos:R:3
H -2.6159 -0.6614 4.6224
C 3.1508 -3.1797 3.6579
H -3.1140 0.6933 -0.2591
H -5.0910 -2.2778 -2.8115
C 2.8660 -4.5088 2.9890
H -2.8043 1.8706 5.0844
C -1.5321 -0.5860 4.6841
C -2.6700 -4.3451 -0.5863
H -2.2944 -3.7518 -6.4960
S -1.3408 -2.5577 -4.6102
C 2.6434 1.2433 1.6355
C 4.9622 0.6503 -1.7875
H -0.0246 -3.5400 -7.8018
H -1.0982 -1.3515 4.0328
S 1.2599 -4.3933 2.1596
N 2.0931 0.6931 0.5677
C 0.7650 -2.4583 -6.0394
C -0.2033 -3.1517 -6.8101
H 0.8983 1.8420 4.4450
H -4.3257 0.8153 3.9004
H -1.5210 1.6387 6.2688
C -4.6269 -4.2173 -1.9861
H 4.9135 3.3996 6.2204
H 6.0045 0.9422 -1.8129
H -3.9346 2.1143 0.4259
C 4.3907 0.0600 -2.8558
H 1.0132 3.2006 1.7056
H -2.1303 5.1377 1.8902
H 2.7993 -5.3131 3.7205
H -2.2439 4.1696 3.3567
C 0.2953 -2.0653 -4.8174
C -3.3410 -2.2458 -1.5805
H 0.6581 0.5932 5.6600
C -1.1671 3.3119 0.1727
H 6.9318 3.9048 4.6152
C -3.6185 -0.9353 2.0354
S 3.7223 2.3160 4.4008
H -4.5643 -1.2423 1.5746
C 0.4697 0.8552 4.6111
H -5.4471 1.0681 2.5720
C -3.4705 0.5847 1.9056
C -3.8340 1.0300 0.4878
H -1.2478 -0.8279 5.7152
H -0.4918 2.5813 -0.2862
N 0.9707 -0.4105 -1.5551
H 6.4779 3.0052 2.2051
H 1.9987 1.3591 2.4929
C 3.0051 -0.3351 -2.8248
C 3.9872 1.6705 1.6890
O -1.2865 -0.9608 -0.2960
O -1.8718 -5.1255 0.1600
S 2.8129 -1.8804 2.4424
H -4.8083 0.5998 0.2288
C -2.2689 4.1173 2.2682
C 1.4171 -2.6959 1.7615
H -3.6510 -1.2496 3.0765
H -3.9188 -6.0119 -1.0329
H -0.6761 -1.2567 -2.3916
H -2.1555 3.1683 -0.2569
H -1.3483 2.8682 5.0207
C 1.0210 -1.3499 -3.7586
N -0.4513 -2.9288 0.5418
C 4.5588 2.2853 2.8988
Co 0.2891 -0.1813 0.3330
H 2.5119 -3.0275 4.5264
C 2.8719 0.5250 -0.5339
C -4.4175 1.2487 2.9038
H 0.3126 3.6310 3.2784
C 0.1905 3.7202 2.1983
C 2.3445 -0.9828 -3.8798
C 2.2700 -0.0827 -1.6733
C -1.1679 3.2260 1.7020
H 0.2909 4.7836 1.9502
H -2.8290 -1.4923 1.5430
H 2.8939 -1.1996 -4.7877
C 4.9955 3.1423 5.1765
C -4.4168 -2.8520 -2.1904
H -5.4723 -4.7089 -2.4512
C -1.3899 -3.2743 -6.1536
H -3.2636 3.7965 1.9602
H 1.7698 -2.2641 -6.3891
C -1.0297 0.8176 4.3483
N 0.5597 -2.0897 1.0328
C 0.3688 -1.0214 -2.5509
C 5.7754 2.8957 3.0196
C -1.3330 -2.2491 -0.1399
H 4.1945 -3.0847 3.9546
H 5.7974 1.7795 0.5543
C -3.7693 -4.9529 -1.1970
C -1.7239 1.8623 5.2140
C -2.4527 -2.9689 -0.7740
C 6.0283 3.3882 4.3268
C 4.7558 1.4829 0.5628
H -1.1339 -4.5687 0.4915
H 1.0079 0.1227 4.0022
C 4.2102 0.8986 -0.5824
H -3.1619 -1.1871 -1.7149
H 4.9667 -0.1314 -3.7524
H -0.8182 4.3067 -0.1284
Sb -1.3530 1.0906 2.2048
H -4.2872 2.3270 2.9839
H 3.6316 -4.7554 2.2553
```

Calculated values
Multiplicity: 2
F_max in Eh/bohr: 0.0127
LUMO level (alpha / beta) in Eh: -0.120 / -0.123
HOMO level (alpha / beta) in Ha: -0.372 / -0.372
Total charge: +1

---

[2]
The following is a DFT calculation (wB97M-V/def2-TZVPD) of a single C5H8N2 molecule.

XYZ file:
```
15
Properties=species:S:1:pos:R:3
H -2.3042 1.4732 0.5326
C -1.3965 1.2855 -0.0270
H -1.9551 -0.7528 0.3311
H -0.4481 1.5331 0.5867
H 1.3073 -2.1994 -0.3805
C -1.3730 -0.2155 -0.4696
H -1.3445 1.9763 -0.8509
N -0.1111 -0.7073 -0.8129
H 1.1624 0.1560 1.4587
C 2.4787 0.3554 -0.0380
H 0.1797 -1.8584 0.9423
C 1.6123 -0.3684 0.6566
C 0.6940 -1.4488 0.1494
H -1.7543 -0.2852 -1.5766
N 3.2524 1.0562 -0.5020
```

Calculated values
Energy above the lowest of the compared OMol25 structures with the same formula, charge and spin in eV: 4.6454
F_max in Eh/bohr: 0.0751
LUMO level (alpha / beta) in Eh: -0.020 / -0.045
HOMO level (alpha / beta) in Ha: -0.341 / -0.346
Total charge: 0

---

[3]
The following is a DFT calculation (wB97M-V/def2-TZVPD) of 2 unconnected molecules or ions with the total composition H3N3O2S.

XYZ file:
```
9
Properties=species:S:1:pos:R:3
H 1.9398 0.2777 -0.8744
N 0.1009 0.1541 1.6783
N -0.8268 -0.5807 -1.7256
O 1.2586 -0.3969 -0.8368
N 0.1103 0.1350 -1.4534
O 0.3455 -0.8936 2.1552
S -1.3367 1.0445 1.6177
H -0.8057 1.8196 0.7815
H -0.7858 -1.5595 -1.3424
```

Calculated values
Energy above the lowest of the compared OMol25 structures with the same formula, charge and spin in eV: 2.5217
F_max in Eh/bohr: 0.0815
LUMO level in Eh: -0.001
HOMO level in Ha: -0.322
Total charge: 0

---

[4]
The following is a DFT calculation (wB97M-V/def2-TZVPD) of a molecular structure, C53H50F9GeIrN5OPS2.

XYZ file:
```
123
Properties=species:S:1:pos:R:3
C -0.4468 -4.5404 0.2374
C 2.5329 -2.6638 2.8825
C -1.0079 0.8122 3.5005
H -4.3181 -3.7933 -6.1128
C -3.8264 3.2175 -0.2543
H 0.8800 -2.8425 1.5393
C -3.6154 1.0186 1.4326
H -2.2578 2.5520 -3.6308
H -0.0158 -4.8832 1.1792
C -2.0991 -3.6947 -3.5641
C 4.7035 -2.5658 -4.6988
F -7.2446 2.0626 -0.2716
C -1.7889 -1.8105 -5.0641
C 3.1072 2.6609 -1.7256
S -0.0313 -1.9486 -3.0149
H 4.2282 -2.1682 4.1190
H 0.7889 -0.7534 5.9195
C -2.3928 0.1857 -1.4493
C 2.3748 -4.0148 3.3298
H 5.4971 4.9504 -2.4261
C 1.0617 -3.3445 -3.2785
H 2.7328 0.8580 1.4887
C 1.6359 -2.1827 1.9381
H 1.2940 0.2270 -2.2148
C 0.3280 5.1143 2.7942
N 2.2013 -5.0955 3.6718
C -1.2343 -0.3206 7.6382
C 4.0046 -1.3899 -4.9608
H -3.5665 0.1771 2.1109
H -2.9434 1.7218 3.8301
H -3.6760 -5.0430 -4.0874
C -3.5062 -3.4326 -5.4960
C 2.2756 6.5869 2.1608
C 1.5130 5.2785 2.0852
H -0.0288 2.2434 -2.0653
H -3.9184 -4.0416 -0.4588
H -5.6913 0.6865 1.0126
C 3.6040 -0.5413 2.8463
H 5.5019 -3.8793 -3.2013
C -0.9424 1.6782 -2.0678
H 5.0717 -3.1615 -5.5230
N 1.6351 0.0395 -1.2740
H -1.8015 -4.2424 -2.6788
C 3.5553 -0.6027 -3.9159
H 4.3647 0.1531 3.1729
H -3.3357 -2.7047 -1.4416
S 3.2677 -0.0693 -1.2245
C 3.6812 3.8928 -2.0128
F -0.5064 0.5159 8.3876
C -0.0281 -0.2269 5.4457
C -1.1290 -1.3928 1.2186
C 4.4987 -2.1955 -2.3352
C -2.2025 0.7950 5.5950
C 5.2984 1.6285 -1.8141
H 0.5879 -4.2402 -2.8814
N 1.6873 -0.9341 1.4613
H -0.7213 -1.5229 2.2190
C -1.4343 -2.5292 -3.9302
H -1.2969 3.8080 3.2516
C 1.9938 4.2709 1.2640
C -3.4534 -3.0565 -0.4202
C -2.0422 1.8479 -2.8473
H -3.9193 4.0787 -0.9020
C -4.8250 1.3056 0.8240
H 6.9247 2.9428 -2.2474
C 3.5312 -1.8228 3.3676
H -2.0724 -0.8540 1.3413
Ir 0.1717 -0.1450 0.1703
H 2.0031 -3.1459 -2.7730
C -0.3813 3.9302 2.6876
H -1.7661 3.5708 0.1639
H 0.9527 -0.0883 3.5646
H -0.0340 5.9084 3.4326
Ge -1.8176 -3.2021 0.6498
C -2.8321 -2.2743 -5.8542
C -2.4963 -3.7281 2.4008
C -2.6165 2.9295 0.3536
C -6.1787 2.6133 -0.8419
C 5.0516 3.9923 -2.1983
H 3.8315 -1.0801 -5.9821
H -3.0750 1.0574 6.1770
C -3.1451 -4.1397 -4.3537
F 3.5959 6.3677 2.1244
H 3.0444 0.3324 -4.1132
H -2.8778 -0.6362 -0.9545
C 3.8061 -1.0241 -2.6132
H -0.9125 -5.4048 -0.2362
C 3.9223 1.5467 -1.6348
C -2.4938 1.8148 1.1825
C 4.9517 -2.9696 -3.3953
C 5.8570 2.8629 -2.0979
F -0.7401 -1.5539 7.7999
H -1.2544 -0.9069 -5.3311
C -2.1256 1.1609 4.2580
H 4.6894 -2.4954 -1.3127
H 3.0557 4.7713 -2.0983
H -4.1392 -2.3977 0.1169
H 2.9180 4.4083 0.7192
F -6.4146 3.9044 -1.0511
H 0.3444 -4.1757 -0.4144
F -2.4880 -0.3057 8.0894
H 5.9277 0.7506 -1.7394
C 0.0487 0.1372 4.1170
C 1.2793 3.0904 1.1542
H 1.6374 2.3073 0.4925
F 1.9885 7.2596 3.2719
O -0.3805 -1.9839 -1.5297
H 1.2217 -3.4444 -4.3509
H -1.6960 -3.8553 3.1292
C 2.6831 -0.1416 1.8979
H -3.1145 -1.7350 -6.7473
H 2.0380 2.5705 -1.5926
H -3.2178 -3.0184 2.8036
F -6.0148 2.0265 -2.0576
F 1.9611 7.3570 1.1084
N -1.1740 0.6306 -1.1969
N -2.9394 0.8997 -2.4368
H -3.8794 0.7808 -2.7884
P -0.8370 1.3652 1.7800
C -1.1651 0.0898 6.1799
H -2.9981 -4.6874 2.2731
C 0.0980 2.9100 1.8624
C -4.9171 2.3889 -0.0389
```

Calculated values
Energy above the lowest of the compared OMol25 structures with the same formula, charge and spin in eV: 0.4309
Multiplicity: 2
F_max in Eh/bohr: 0.0195
LUMO level (alpha / beta) in Eh: -0.315 / -0.373
HOMO level (alpha / beta) in Ha: -0.600 / -0.600
Total charge: +3

---

[5]
The following is a DFT calculation (wB97M-V/def2-TZVPD) of a molecular structure, C49H66AlO3S.

XYZ file:
```
120
Properties=species:S:1:pos:R:3
H -0.6809 -3.7222 2.5122
C -3.8937 1.3536 -1.2739
H 11.5352 7.0673 -6.2556
H 10.3619 6.4783 -2.1861
C 8.7770 2.8171 -5.5482
H -3.1710 -5.2766 6.5046
C -1.3947 0.4240 -4.5089
H 2.5053 0.9270 -6.5200
C -9.9540 -4.9896 3.5325
H 8.8084 1.6598 -1.9775
H -3.3920 3.6072 -5.6477
H -6.3913 -4.2505 10.1091
H -6.4850 1.8096 4.1210
H 2.6542 0.1645 -4.2484
C 9.0269 3.0462 -4.0733
H -4.2575 -0.7520 -1.4432
H 8.4270 3.7526 -6.0011
H -3.6037 3.0496 1.6444
H -6.9450 -0.8384 7.4536
H 8.1167 3.0398 -3.4821
H 2.5715 -3.0925 5.2192
O 10.0186 2.1255 -3.6191
C -3.7513 2.2170 0.9682
C -6.6964 0.6035 5.8835
C 1.5073 -3.1248 5.0244
C -4.1642 -0.1228 0.6060
H -7.2528 -2.7357 5.9023
H -4.0197 0.7850 2.5439
H -6.8044 -0.0860 2.5713
H -7.1789 -2.3604 3.4621
C 10.4058 7.1060 -3.0666
H -3.8599 1.5119 -2.3443
C 9.6415 -0.1489 -2.8625
H 2.8492 -1.5146 -4.7731
C -4.3220 -4.4610 9.5823
H 0.5352 -1.5715 -4.2215
H 0.4624 -1.0453 -5.8924
H 10.5359 9.3272 -6.2180
C 0.1217 0.5249 -4.4819
C -4.1188 0.0814 -0.7662
C 0.8039 -0.7659 -4.8992
H -5.5985 -5.3435 6.0485
C 5.0361 1.0883 -6.8597
C 9.8513 8.3779 -3.0422
H -2.2862 -3.2282 4.3255
C 0.6061 -2.8522 6.0442
C -3.4176 -4.7462 8.5684
H 0.4340 1.2900 -5.1909
O -3.3833 1.8062 -4.6292
H 11.4439 5.6426 -4.2402
C -5.2395 -5.0957 7.0395
C 2.7948 -0.1024 -6.3485
C -10.1588 -6.2681 4.0334
H 8.8024 -0.6507 -2.4028
C 4.3321 -0.2465 -6.5180
C 9.7100 1.3337 -2.4841
C -10.1946 -6.4791 5.4044
H 0.9673 -2.6096 7.0355
H -1.8138 2.1499 -3.2989
C -0.3202 -3.4777 3.5029
C 11.0133 6.6354 -4.2217
C -0.7581 -2.8878 5.7916
C -1.9962 1.7991 -4.3161
H 2.3129 -0.7341 -7.0894
H -7.2063 -4.8207 7.8458
C -10.0232 -5.4116 6.2751
H -2.3538 -4.7203 8.7678
H 9.7717 2.6226 -5.9601
C -1.2215 -3.2019 4.5216
C -5.6854 -4.4840 9.3221
H -4.3402 -1.1158 1.0013
H 4.7281 -0.6599 -5.5970
H 1.7470 -3.6434 2.9574
C -6.8352 -0.2508 3.6410
H 9.5651 -0.2250 -3.9388
H -9.6125 -2.9271 4.0127
C -3.8768 -5.0613 7.2971
H 0.4825 0.8405 -3.5088
C 10.5032 8.7056 -5.3320
S 5.9924 0.7204 -3.4034
Al 6.2080 1.8651 -5.4107
C -7.0887 -1.7393 5.5129
H -9.6713 -3.3026 6.4531
C -3.8284 3.1463 -4.7616
C -7.0475 -1.5275 4.1416
H -10.0540 -5.5758 7.3450
H 5.7019 0.8956 -7.7027
H -10.3563 -7.4756 5.7949
H 4.5022 -0.9947 -7.2885
O 7.9588 1.7253 -5.8750
C -9.8110 -4.1345 5.7743
H 5.7765 3.4004 -5.1420
H 4.3159 1.8051 -7.2374
H -4.9055 3.1418 -4.8282
C -3.7073 2.4204 -0.4044
H 10.5314 1.4599 -1.7768
C 2.3290 -0.5864 -4.9622
H -1.7319 -0.2040 -3.6879
H 9.4603 10.1676 -4.1585
C 9.8984 9.1775 -4.1757
C 11.0628 7.4357 -5.3541
H -1.7334 0.0509 -5.4662
H 4.8333 1.1355 -2.8758
H -9.9305 -4.8246 2.4629
C -3.9824 0.9454 1.4735
C 1.0441 -3.4358 3.7537
C -6.1426 -4.8039 8.0514
H -1.4904 2.4714 -5.0104
H 9.4576 4.0489 -3.9842
H -1.4629 -2.6689 6.5843
H -3.9639 -4.2151 10.5738
H -3.5258 3.4127 -0.7984
H -3.5069 3.7265 -3.8951
H -10.2905 -7.1006 3.3544
C -9.7773 -3.9229 4.4026
H 9.3787 8.7450 -2.1400
C -6.9142 -0.6731 6.3839
H -6.5546 1.4342 6.5631
C -6.6568 0.8148 4.5123
H 10.5741 -0.6297 -2.5862
```

Calculated values
Energy above the lowest of the compared OMol25 structures with the same formula, charge and spin in eV: 0.4013
F_max in Eh/bohr: 0.0215
LUMO level in Eh: 0.059
HOMO level in Ha: -0.177
Total charge: -1

---

[6]
The following is a DFT calculation (wB97M-V/def2-TZVPD) of a molecular structure, C12H20LiN5O10P2S.

XYZ file:
```
51
Properties=species:S:1:pos:R:3
H 0.0326 0.9863 4.3883
O 3.1962 -1.6161 -3.1921
O -1.3363 -3.1825 1.3412
N -0.1324 1.6287 0.7982
H -1.2109 3.3244 2.4140
C -1.8189 0.9864 -2.7694
O -1.1842 -1.8458 -1.7586
H -3.9000 3.6265 -3.0105
C -1.7597 3.3566 1.4769
C -3.1694 2.9341 -2.6060
H 0.2419 2.9896 5.8532
H -1.1347 -3.9705 -0.3361
H 2.9021 1.0397 3.7202
H 2.7269 -0.8367 -0.0888
N 1.9105 1.0691 3.5593
C 1.8428 -4.1700 -1.2598
N 0.3226 1.6794 2.0697
C -2.6645 3.1280 -1.3325
O 2.9778 -1.5474 -0.7316
C 1.0241 1.3429 4.6643
H 0.6248 3.3945 4.1668
O -0.9156 -3.6157 -3.6641
H 2.8665 -2.3288 -3.7812
C -1.1373 2.3779 0.5178
O -1.5056 -1.0315 1.1764
C -2.7392 1.8513 -3.3518
H 1.4210 -5.1528 -1.4682
H 1.3653 0.7564 5.5230
O 0.3477 -2.0016 0.6702
H 1.5885 -3.8778 -0.2421
Li -0.3250 -0.3430 -0.6795
C -1.7230 2.2262 -0.8277
C 1.2712 -3.1672 -2.2561
O -1.0330 -4.3184 -1.2473
H -3.1154 1.6612 -4.3481
H -1.4663 0.0926 -3.2705
H -1.7328 4.3762 1.0820
O 1.6408 -3.5946 -3.5950
C 0.9503 2.8237 5.0361
P 2.0883 -1.5161 -2.0380
H 2.9306 -4.2088 -1.3562
P -0.6262 -3.1348 -2.2685
S 2.8587 1.1773 1.1063
C 1.5775 1.3145 2.2440
H 1.9296 3.1948 5.3487
H -2.8061 3.1004 1.6697
H -2.9938 3.9669 -0.7351
O 1.2063 -0.3329 -2.1113
H 0.7544 -3.7140 -4.0239
N -0.8373 -2.0673 1.0749
N -1.3317 1.1688 -1.5513
```

Calculated values
Energy above the lowest of the compared OMol25 structures with the same formula, charge and spin in eV: 0.0000
F_max in Eh/bohr: 0.0069
LUMO level in Eh: 0.169
HOMO level in Ha: -0.070
Total charge: -2